[1]
{
  "formula": "C4H6O",
  "method": "the ωB97M-V functional and the def2-TZVPD basis",
  "elements": ["C", "O", "C", "C", "C", "H", "H", "H", "H", "H", "H"],
  "positions_angstrom": [[-1.292, 0.443, -0.140], [-0.275, 0.311, 0.832], [0.541, -0.849, 0.771], [1.567, -0.531, -0.243], [1.664, 0.469, -0.917], [-1.285, -0.352, -0.898], [-1.237, 1.406, -0.674], [-2.235, 0.418, 0.409], [0.962, -0.973, 1.773], [-0.042, -1.742, 0.513], [1.632, 1.400, -1.426]],
  "mulliken_charge": [-0.725, -0.362, -0.292, -0.364, -0.103, 0.361, 0.242, 0.260, 0.292, 0.326, 0.364],
  "gap_ev": 10.435,
  "total_charge": 0,
  "relative_energy_kcal_mol": 69.1,
  "smiles": "C#CCOC"
}

[2]
{
  "formula": "C49H47Ge2N5O4PS3Sn",
  "method": "the ωB97M-V functional and the def2-TZVPD basis",
  "elements": ["Sn", "C", "C", "N", "N", "C", "N", "S", "C", "C", "C", "C", "C", "N", "H", "H", "H", "H", "H", "H", "H", "H", "H", "H", "O", "C", "O", "C", "C", "C", "C", "C", "C", "P", "C", "C", "C", "C", "C", "C", "C", "C", "C", "C", "C", "C", "H", "H", "H", "H", "H", "H", "H", "H", "H", "H", "H", "H", "H", "H", "C", "Ge", "C", "C", "Ge", "C", "C", "C", "C", "C", "C", "C", "C", "C", "C", "C", "C", "H", "H", "H", "H", "H", "H", "H", "H", "H", "H", "H", "H", "H", "H", "H", "H", "H", "H", "H", "O", "S", "O", "N", "C", "S", "C", "C", "C", "C", "C", "C", "H", "H", "H", "H"],
  "positions_angstrom": [[1.254, 0.028, -0.245], [4.598, 0.572, 2.953], [3.306, 0.641, 2.199], [3.125, -0.092, 1.081], [4.279, -0.543, 0.461], [4.501, -0.194, -0.805], [5.618, -0.666, -1.389], [3.468, 0.867, -1.646], [2.247, 1.505, 2.543], [2.232, 2.338, 3.691], [1.213, 3.229, 3.877], [0.159, 3.286, 2.947], [0.198, 2.415, 1.884], [1.197, 1.550, 1.661], [5.440, 0.618, 2.260], [4.679, -0.368, 3.509], [4.701, 1.394, 3.656], [4.741, -1.362, 0.836], [5.993, -1.532, -1.027], [5.601, -0.634, -2.395], [3.025, 2.263, 4.422], [1.202, 3.872, 4.749], [-0.664, 3.979, 3.059], [-0.607, 2.393, 1.163], [-3.616, -1.932, -0.417], [-3.056, -0.841, -0.514], [-2.300, -0.374, 0.465], [-3.388, 0.030, -1.700], [-4.542, -0.385, -2.381], [-5.078, 0.348, -3.422], [-4.478, 1.543, -3.788], [-3.330, 1.951, -3.138], [-2.739, 1.198, -2.118], [-1.120, 1.843, -1.493], [-0.158, 2.136, -3.027], [-0.436, 1.619, -4.290], [0.426, 1.860, -5.350], [1.578, 2.613, -5.167], [1.896, 3.083, -3.902], [1.044, 2.826, -2.838], [-1.760, 3.514, -1.026], [-2.829, 3.530, -0.124], [-3.338, 4.726, 0.353], [-2.787, 5.933, -0.062], [-1.721, 5.927, -0.949], [-1.204, 4.727, -1.423], [-5.014, -1.298, -2.055], [-5.964, -0.004, -3.937], [-4.897, 2.150, -4.583], [-2.864, 2.884, -3.427], [-1.307, 0.999, -4.447], [0.203, 1.442, -6.324], [2.237, 2.810, -6.002], [2.815, 3.633, -3.740], [1.326, 3.147, -1.839], [-3.265, 2.590, 0.202], [-4.167, 4.720, 1.051], [-3.189, 6.870, 0.301], [-1.284, 6.864, -1.275], [-0.374, 4.746, -2.116], [-5.343, -1.579, 4.380], [-4.992, -1.083, 2.506], [-5.343, 0.839, 2.213], [-6.268, -2.091, 1.407], [-2.615, -1.514, 2.048], [-1.838, -3.284, 1.771], [-2.638, -4.399, 2.016], [-2.133, -5.682, 1.858], [-0.819, -5.863, 1.446], [-0.014, -4.761, 1.196], [-0.522, -3.477, 1.360], [-1.617, -0.749, 3.568], [-0.458, -1.359, 4.052], [0.045, -1.036, 5.305], [-0.604, -0.099, 6.097], [-1.746, 0.532, 5.624], [-2.247, 0.205, 4.371], [-6.368, -1.310, 4.649], [-4.656, -1.088, 5.069], [-5.229, -2.659, 4.501], [-6.053, 1.196, 2.960], [-5.779, 0.978, 1.222], [-4.436, 1.443, 2.277], [-7.179, -2.265, 1.983], [-5.844, -3.048, 1.102], [-6.517, -1.526, 0.508], [-3.670, -4.264, 2.328], [-2.763, -6.541, 2.053], [-0.422, -6.864, 1.324], [1.012, -4.893, 0.877], [0.130, -2.630, 1.171], [0.049, -2.106, 3.454], [0.941, -1.524, 5.670], [-0.222, 0.138, 7.083], [-2.253, 1.270, 6.235], [-3.149, 0.693, 4.020], [4.078, -3.267, -2.573], [3.127, -3.485, -1.510], [3.696, -3.674, -0.194], [1.969, -2.320, -1.478], [0.844, -2.764, -2.066], [-0.476, -1.820, -2.457], [0.862, -4.229, -2.353], [-0.152, -5.006, -2.886], [0.082, -6.364, -3.057], [1.307, -6.932, -2.716], [2.329, -6.151, -2.191], [2.068, -4.808, -2.009], [-1.095, -4.546, -3.152], [-0.701, -6.991, -3.466], [1.470, -7.991, -2.868], [3.292, -6.574, -1.931]],
  "mulliken_charge": [1.480, -1.558, 0.247, 0.254, -0.325, 0.260, -0.427, -0.457, 0.362, -1.072, -0.683, -0.733, -0.387, 0.549, 0.376, 0.262, 0.453, 0.372, 0.262, 0.269, 0.307, 0.417, 0.561, 0.287, -0.712, 0.658, 1.167, -0.284, -0.989, -0.779, -0.872, -0.470, 0.374, 1.380, 0.627, -0.404, -0.800, -0.662, -0.826, -1.070, 0.399, -0.335, -0.542, -0.682, -0.647, -0.552, 0.538, 0.419, 0.447, 0.498, 0.440, 0.423, 0.408, 0.462, 0.809, 0.098, 0.460, 0.380, 0.416, 0.431, -1.281, 1.241, -1.284, -1.274, -0.662, 0.406, -0.393, -0.697, -0.614, -1.135, -0.008, 0.314, -0.121, -0.743, -0.597, -0.956, -0.034, 0.463, 0.396, 0.359, 0.489, 0.384, 0.246, 0.463, 0.345, 0.344, 0.227, 0.413, 0.407, 0.493, 0.588, 0.315, 0.444, 0.387, 0.438, 0.410, -0.696, 1.064, -0.710, -0.194, 0.204, -0.336, 0.087, -0.557, -0.683, -0.551, -0.691, 0.243, 0.469, 0.415, 0.415, 0.463],
  "gap_ev": [6.187, 6.937],
  "multiplicity": 2,
  "total_charge": 0,
  "relative_energy_kcal_mol": 0.0
}

[3]
{
  "formula": "C18H44ClN5O5PS",
  "method": "the ωB97M-V functional and the def2-TZVPD basis",
  "elements": ["O", "S", "O", "O", "C", "C", "C", "C", "N", "C", "C", "N", "C", "C", "C", "C", "O", "C", "C", "Cl", "H", "H", "H", "H", "H", "H", "H", "H", "H", "H", "H", "H", "H", "H", "H", "H", "H", "H", "H", "H", "H", "H", "H", "H", "H", "H", "O", "P", "N", "C", "C", "N", "C", "C", "N", "C", "C", "H", "H", "H", "H", "H", "H", "H", "H", "H", "H", "H", "H", "H", "H", "H", "H", "H", "H"],
  "positions_angstrom": [[-2.870, 2.321, 3.511], [-3.222, 3.012, 2.228], [-2.130, 3.914, 1.804], [-4.677, 3.764, 2.446], [-3.459, 1.680, 0.993], [-3.912, 2.166, -0.441], [-5.470, 2.180, -0.675], [-6.133, 0.750, -0.900], [-5.317, -0.394, -0.422], [-4.479, -0.991, -1.478], [-3.219, -1.633, -0.725], [-3.739, -2.250, 0.549], [-2.845, -3.373, 1.021], [-1.516, -2.713, 1.636], [-0.209, -3.178, 0.858], [0.576, -2.001, 0.164], [0.822, -0.909, 1.089], [-5.160, -2.694, 0.442], [-6.099, -1.397, 0.315], [-7.631, -1.939, -0.503], [-5.365, 3.091, 2.600], [-4.206, 0.957, 1.431], [-2.504, 1.091, 0.880], [-3.556, 3.234, -0.549], [-3.387, 1.593, -1.248], [-6.046, 2.738, 0.114], [-5.640, 2.760, -1.630], [-7.158, 0.794, -0.432], [-6.320, 0.609, -2.006], [-4.126, -0.191, -2.174], [-5.001, -1.773, -2.097], [-2.571, -0.773, -0.392], [-2.645, -2.346, -1.365], [-3.707, -1.525, 1.282], [-2.610, -4.098, 0.193], [-3.359, -3.968, 1.826], [-1.464, -3.099, 2.692], [-1.565, -1.586, 1.619], [0.458, -3.668, 1.624], [-0.492, -3.928, 0.067], [0.000, -1.648, -0.738], [1.597, -2.382, -0.133], [0.358, -0.158, 0.694], [-5.511, -3.278, 1.336], [-5.344, -3.351, -0.449], [-6.244, -1.009, 1.359], [3.970, 0.095, -2.243], [5.207, 0.588, -1.470], [5.296, -0.804, -0.471], [5.496, -0.917, 0.955], [5.893, -1.958, -1.138], [4.352, 1.942, -0.766], [3.620, 1.817, 0.487], [3.460, 2.622, -1.717], [6.739, 1.226, -0.799], [6.892, 2.055, 0.383], [7.492, 1.871, -1.895], [6.549, -0.802, 1.245], [5.169, -1.901, 1.306], [4.892, -0.217, 1.527], [6.987, -1.861, -1.188], [5.515, -2.056, -2.159], [5.645, -2.891, -0.626], [2.922, 0.969, 0.475], [3.050, 2.726, 0.699], [4.286, 1.727, 1.344], [2.510, 2.091, -1.839], [3.929, 2.707, -2.700], [3.249, 3.640, -1.377], [6.436, 3.045, 0.274], [7.958, 2.205, 0.580], [6.506, 1.584, 1.283], [7.020, 2.813, -2.204], [7.528, 1.210, -2.769], [8.527, 2.073, -1.609]],
  "mulliken_charge": [-0.621, 1.231, -0.587, -0.451, 0.120, -0.714, -0.465, -0.981, 0.462, -1.291, -0.123, 0.115, -0.848, -0.368, -0.681, -0.506, -0.528, -1.040, -0.151, -0.132, 0.371, 0.046, -0.247, 0.552, 0.201, 0.243, 0.305, 0.462, 0.381, 0.584, 0.304, -0.012, 0.454, 0.406, 0.490, 0.372, 0.494, 0.222, 0.367, 0.320, 0.236, 0.331, 0.271, 0.457, 0.413, 0.514, -0.815, 0.948, 0.336, -1.037, -1.225, 0.152, -1.188, -1.083, -0.061, -0.920, -1.093, 0.326, 0.369, 0.233, 0.335, 0.341, 0.342, 0.323, 0.441, 0.242, 0.297, 0.351, 0.369, 0.340, 0.387, 0.246, 0.369, 0.355, 0.344],
  "gap_ev": 6.694,
  "total_charge": 1
}

| no. | DFT total energy (eV) |
| --- | --- |
| 1 | -6288.9214 |
| 2 | -227875.6979 |
| 3 | -69702.0837 |